# 1
{"formula": "C19H35NO7S", "method": "ωB97M-V with the def2-TZVPD basis set", "e_homo_ha": -0.3362, "gap_ev": 9.565, "smiles": "[H]/N=C(\\C)C[C@H](S)O[C@@H](CCOCC)[C@](CCCOC)(CC(=O)OC(C)=O)OC", "e_tot_ha": -1724.345284, "species": ["C", "C", "O", "C", "C", "C", "O", "C", "S", "C", "C", "C", "N", "C", "C", "C", "C", "O", "C", "C", "C", "O", "O", "C", "C", "O", "O", "C", "H", "H", "H", "H", "H", "H", "H", "H", "H", "H", "H", "H", "H", "H", "H", "H", "H", "H", "H", "H", "H", "H", "H", "H", "H", "H", "H", "H", "H", "H", "H", "H", "H", "H", "H"], "positions_angstrom": [[3.567, -2.867, 0.490], [3.503, -1.632, -0.572], [2.242, -0.927, -0.503], [1.785, -0.582, -1.835], [0.859, 0.715, -1.910], [-0.470, 0.625, -0.959], [-1.628, 0.912, -1.771], [-2.400, -0.248, -2.139], [-1.471, -1.535, -3.121], [-3.239, -0.896, -0.888], [-3.719, -2.347, -1.379], [-3.127, -3.597, -0.529], [-4.549, -2.544, -2.389], [-0.287, 1.665, 0.294], [-1.476, 1.364, 1.293], [-1.348, 0.187, 2.338], [-0.396, -1.038, 2.029], [-1.195, -2.248, 1.772], [-0.464, -3.431, 2.139], [-0.603, 3.114, -0.389], [-0.318, 4.362, 0.549], [-1.274, 4.781, 1.258], [0.894, 5.103, 0.642], [1.832, 4.758, -0.380], [3.209, 3.980, -0.146], [1.563, 5.139, -1.549], [1.050, 1.479, 0.726], [1.411, 1.998, 1.999], [4.445, -2.694, 1.210], [2.588, -2.922, 1.071], [3.739, -3.872, -0.049], [3.736, -2.085, -1.597], [4.319, -0.893, -0.229], [1.293, -1.524, -2.291], [2.711, -0.387, -2.502], [1.418, 1.706, -1.788], [0.434, 0.739, -2.985], [-0.527, -0.462, -0.626], [-3.221, 0.134, -2.855], [-0.743, -2.355, -2.254], [-2.554, -0.919, 0.020], [-4.190, -0.262, -0.723], [-3.247, -3.299, 0.574], [-2.017, -3.730, -0.768], [-3.735, -4.552, -0.679], [-4.650, -3.580, -2.442], [-2.430, 1.195, 0.662], [-1.698, 2.337, 1.879], [-2.406, -0.235, 2.540], [-1.023, 0.636, 3.353], [0.395, -0.906, 1.224], [0.183, -1.281, 3.003], [0.003, -3.403, 3.181], [0.388, -3.699, 1.407], [-1.179, -4.338, 2.135], [-0.098, 3.221, -1.420], [-1.733, 3.159, -0.620], [3.685, 4.289, 0.848], [3.956, 4.302, -0.962], [3.108, 2.839, -0.257], [1.738, 3.108, 1.960], [2.357, 1.434, 2.351], [0.662, 1.918, 2.847]]}

# 2
{"formula": "C19H36AgN2O8Si", "method": "ωB97M-V with the def2-TZVPD basis set", "e_homo_ha": -0.1697, "gap_ev": 7.401, "e_tot_ha": -1893.547844, "total_charge": -1, "species": ["Ag", "C", "C", "O", "C", "C", "O", "C", "C", "O", "C", "C", "O", "H", "H", "H", "H", "H", "H", "H", "H", "H", "H", "H", "H", "H", "H", "H", "H", "C", "Si", "C", "C", "O", "H", "H", "H", "H", "H", "H", "H", "H", "H", "C", "C", "C", "C", "C", "C", "O", "N", "C", "O", "N", "C", "O", "H", "H", "H", "H", "H", "H", "H", "H", "H", "H", "H"], "positions_angstrom": [[-0.362, -0.493, -0.808], [-0.768, 2.232, 1.087], [-0.063, 1.296, 2.029], [-0.547, -0.014, 1.759], [0.096, -1.043, 2.471], [-0.565, -2.319, 2.043], [-0.273, -2.562, 0.669], [-1.122, -3.540, 0.080], [-2.452, -2.972, -0.372], [-2.332, -2.279, -1.601], [-2.267, -0.886, -1.519], [-0.851, 1.506, -1.176], [-0.158, 2.201, -0.221], [-0.661, 3.255, 1.451], [-1.830, 1.956, 1.010], [-0.294, 1.571, 3.066], [1.016, 1.330, 1.876], [-0.043, -0.915, 3.552], [1.168, -1.058, 2.251], [-1.645, -2.219, 2.192], [-0.198, -3.158, 2.643], [-1.288, -4.366, 0.783], [-0.591, -3.919, -0.793], [-2.885, -2.316, 0.391], [-3.135, -3.807, -0.543], [-2.948, -0.431, -0.791], [-2.398, -0.497, -2.524], [-1.935, 1.597, -1.091], [-0.440, 1.743, -2.153], [-6.282, 1.654, 0.987], [-4.647, 2.020, 0.098], [-5.120, 2.118, -1.740], [-4.254, 3.823, 0.554], [-3.475, 0.999, 0.409], [-7.046, 2.415, 0.778], [-6.127, 1.616, 2.073], [-6.678, 0.679, 0.677], [-5.967, 2.794, -1.919], [-5.393, 1.125, -2.123], [-4.272, 2.477, -2.339], [-5.120, 4.479, 0.390], [-3.423, 4.208, -0.053], [-3.960, 3.910, 1.608], [4.386, 1.849, -1.528], [5.111, 0.943, -0.533], [4.489, -0.460, -0.406], [5.259, -1.276, 0.649], [4.658, -2.655, 0.918], [4.638, -1.169, -1.735], [5.722, -1.367, -2.254], [3.480, -1.597, -2.314], [2.177, -1.324, -1.865], [1.252, -1.716, -2.568], [1.981, -0.661, -0.694], [3.035, -0.286, 0.076], [2.895, 0.222, 1.182], [4.847, 2.838, -1.554], [3.336, 1.979, -1.253], [4.425, 1.437, -2.541], [5.085, 1.390, 0.461], [6.153, 0.816, -0.832], [5.262, -0.688, 1.565], [6.287, -1.382, 0.296], [3.621, -2.574, 1.255], [5.221, -3.178, 1.694], [4.673, -3.279, 0.019], [3.541, -2.072, -3.201]]}

# 3
{"formula": "C19H36F6O11P", "method": "ωB97M-V with the def2-TZVPD basis set", "e_homo_ha": -0.2812, "gap_ev": 10.048, "e_tot_ha": -2514.107120, "total_charge": -1, "species": ["P", "F", "F", "F", "F", "F", "F", "O", "C", "O", "C", "C", "C", "H", "H", "H", "H", "H", "H", "O", "C", "O", "C", "C", "C", "H", "H", "H", "H", "H", "H", "O", "C", "O", "C", "C", "C", "H", "H", "H", "H", "H", "H", "O", "C", "O", "C", "C", "C", "H", "H", "H", "H", "H", "H", "C", "O", "H", "H", "H", "H", "C", "O", "H", "H", "H", "H", "C", "O", "H", "H", "H", "H"], "positions_angstrom": [[-0.918, -0.380, 0.803], [-0.845, -1.989, 0.493], [-0.883, -0.108, -0.778], [-2.542, -0.590, 0.816], [-1.168, 1.165, 1.106], [-0.816, -0.788, 2.394], [0.706, -0.238, 0.884], [-6.075, 2.411, 0.858], [-5.525, 1.967, -0.091], [-6.196, 1.247, -1.023], [-5.397, 0.987, -2.199], [-4.135, 1.806, -2.010], [-4.067, 2.043, -0.497], [-6.006, 1.261, -3.055], [-5.149, -0.075, -2.222], [-4.111, 2.754, -2.554], [-3.215, 1.321, -2.351], [-3.610, 3.010, -0.312], [-3.527, 1.264, 0.040], [2.026, 6.169, 0.315], [1.254, 5.468, -0.273], [0.205, 5.971, -0.959], [-0.369, 4.929, -1.784], [-0.103, 3.640, -1.023], [1.252, 3.948, -0.388], [0.247, 4.928, -2.691], [-1.405, 5.138, -2.023], [0.013, 2.803, -1.714], [-0.871, 3.358, -0.304], [2.048, 3.551, -1.019], [1.392, 3.492, 0.593], [5.259, -0.110, -1.698], [5.507, 0.143, -0.560], [6.696, -0.221, -0.019], [6.576, -0.242, 1.416], [5.528, 0.824, 1.728], [4.581, 0.658, 0.524], [7.529, -0.032, 1.892], [6.195, -1.232, 1.676], [5.975, 1.817, 1.697], [5.067, 0.595, 2.679], [4.081, 1.593, 0.301], [3.864, -0.134, 0.750], [-4.996, -5.576, -2.937], [-4.301, -4.836, -2.304], [-3.247, -4.230, -2.876], [-2.369, -3.600, -1.886], [-3.152, -3.628, -0.582], [-4.337, -4.559, -0.800], [-2.155, -2.598, -2.248], [-1.471, -4.211, -1.926], [-3.479, -2.664, -0.215], [-2.481, -4.135, 0.112], [-5.311, -4.113, -0.605], [-4.259, -5.503, -0.270], [2.569, -2.140, -1.275], [2.825, -1.523, -2.522], [3.515, -2.469, -0.798], [2.080, -1.482, -0.562], [2.042, -3.085, -1.391], [3.404, -0.756, -2.402], [1.468, 0.919, 3.863], [1.426, 1.752, 2.717], [2.189, 0.096, 3.801], [1.729, 1.502, 4.747], [0.466, 0.511, 4.041], [1.157, 1.237, 1.947], [1.246, -3.517, 2.519], [1.879, -2.277, 2.632], [0.765, -3.663, 1.547], [2.002, -4.297, 2.636], [0.468, -3.682, 3.275], [1.259, -1.592, 2.345]]}

# 4
{"formula": "C19H36FeO19", "method": "ωB97M-V with the def2-TZVPD basis set", "e_homo_ha": [-0.4511, -0.4511], "gap_ev": [8.686, 6.458], "e_tot_ha": -3438.643715, "multiplicity": 6, "total_charge": 1, "species": ["Fe", "C", "C", "O", "O", "H", "H", "H", "C", "C", "O", "O", "H", "H", "H", "C", "O", "C", "O", "O", "C", "H", "H", "H", "H", "H", "H", "C", "O", "C", "O", "O", "C", "H", "H", "H", "H", "H", "H", "C", "O", "C", "O", "O", "C", "H", "H", "H", "H", "H", "H", "C", "O", "C", "O", "O", "C", "H", "H", "H", "H", "H", "H", "C", "O", "C", "O", "O", "C", "H", "H", "H", "H", "H", "H"], "positions_angstrom": [[2.879, 3.078, 1.778], [2.040, 1.811, 5.461], [2.441, 2.303, 4.135], [2.048, 3.399, 3.586], [3.179, 1.631, 3.334], [2.956, 1.623, 6.014], [1.415, 0.932, 5.309], [1.418, 2.545, 5.966], [0.482, 1.990, -1.176], [1.358, 2.435, -0.105], [2.457, 3.025, -0.329], [1.160, 2.167, 1.128], [-0.199, 1.192, -0.897], [1.065, 1.772, -2.061], [-0.183, 2.813, -1.462], [-0.866, -1.047, 2.261], [-0.394, -2.087, 1.463], [0.241, -3.108, 1.978], [0.699, -3.134, 3.057], [0.398, -4.007, 1.023], [1.401, -5.000, 1.206], [-1.109, -0.227, 1.600], [-0.121, -0.633, 2.945], [-1.770, -1.327, 2.803], [2.290, -4.741, 0.632], [0.970, -5.949, 0.925], [1.734, -5.012, 2.243], [-5.664, -1.144, -3.580], [-4.500, -1.449, -4.341], [-3.518, -0.592, -4.333], [-3.457, 0.426, -3.698], [-2.616, -1.052, -5.169], [-1.494, -0.221, -5.441], [-5.471, -0.834, -2.553], [-6.266, -2.042, -3.518], [-6.223, -0.357, -4.090], [-1.792, 0.730, -5.882], [-0.820, -0.812, -6.041], [-1.020, 0.048, -4.491], [3.420, -1.834, 2.788], [3.806, -1.917, 1.410], [3.696, -0.832, 0.688], [3.472, 0.272, 1.108], [3.991, -1.150, -0.548], [3.876, -0.123, -1.552], [2.568, -1.197, 2.997], [4.268, -1.528, 3.405], [3.139, -2.823, 3.138], [2.858, 0.051, -1.879], [4.524, -0.446, -2.361], [4.297, 0.810, -1.169], [-2.293, -3.102, -0.950], [-3.620, -3.206, -1.402], [-3.927, -4.340, -2.025], [-3.219, -5.295, -2.138], [-5.163, -4.224, -2.494], [-5.905, -5.399, -2.772], [-2.180, -2.201, -0.372], [-1.496, -3.171, -1.703], [-2.062, -4.014, -0.387], [-6.835, -5.035, -3.193], [-6.162, -5.922, -1.849], [-5.342, -6.064, -3.418], [2.637, 6.276, -0.835], [1.835, 6.825, 0.245], [1.675, 6.094, 1.281], [2.043, 4.933, 1.371], [1.131, 6.812, 2.219], [0.442, 6.152, 3.295], [2.239, 5.322, -1.179], [3.684, 6.131, -0.571], [2.534, 7.029, -1.609], [0.918, 6.449, 4.230], [0.600, 5.075, 3.295], [-0.596, 6.449, 3.256]]}